Computed, not measured: a structure of composition C20H36BrN3O7OsSi, with wB97M-V/def2-TZVPD.

Computed properties:
Max |F| = 1.75 eV/Å
E_tot = -4428.46261 a.u.
LUMO level (spin up / spin down) = -0.323 / -0.322 hartree
Kohn-Sham gap (spin up / spin down) = 6.325 / 6.368 eV
HOMO level (spin up / spin down) = -15.1 / -15.1 eV

ORCA input file:
```
! wB97M-V def2-TZVPD RIJCOSX def2/J DEFGRID3
* xyz 2 1
Os 0.211 -1.997 -0.038
Br 2.806 -0.776 -2.168
C 1.668 -2.143 -2.718
C 1.839 -2.662 -3.995
C 0.997 -3.658 -4.445
C 0.003 -4.136 -3.600
C -0.097 -3.599 -2.343
N 0.705 -2.596 -1.898
C -1.067 -4.119 -1.323
O -1.990 -4.826 -1.542
O -0.739 -3.655 -0.077
H 2.633 -2.273 -4.616
H 1.122 -4.064 -5.439
H -0.683 -4.922 -3.886
C -2.605 0.277 3.751
C -1.493 -0.164 2.815
C -1.685 -1.625 2.436
C -0.125 0.086 3.438
O -1.638 0.603 1.610
Si -0.662 1.099 0.426
O 0.429 -0.127 0.065
O 0.289 2.311 0.901
C 0.235 3.745 0.754
C 0.513 4.075 -0.715
C 1.317 4.306 1.654
C -1.151 4.223 1.162
O -1.578 1.473 -0.842
C -2.041 0.763 -2.000
C -2.392 -0.664 -1.609
C -0.950 0.802 -3.055
C -3.296 1.482 -2.472
H -2.579 -0.301 4.674
H -3.577 0.143 3.282
H -2.484 1.330 4.001
H -1.638 -2.288 3.298
H -0.885 -2.010 1.760
H -2.623 -1.777 1.904
H -0.014 -0.509 4.344
H -0.022 1.138 3.698
H 0.684 -0.181 2.755
H 1.472 3.661 -1.020
H 0.548 5.157 -0.832
H -0.275 3.675 -1.352
H 2.294 3.909 1.377
H 1.120 4.052 2.696
H 1.348 5.390 1.564
H -1.920 3.785 0.526
H -1.205 5.307 1.068
H -1.351 3.958 2.199
H -1.478 -1.195 -1.261
H -2.764 -1.239 -2.455
H -3.104 -0.710 -0.789
H -0.021 0.365 -2.674
H -0.743 1.832 -3.342
H -1.263 0.255 -3.943
H -4.065 1.465 -1.701
H -3.693 1.013 -3.371
H -3.057 2.520 -2.700
C 4.558 -0.339 1.272
N 3.192 -0.826 1.120
C 2.810 -2.048 1.402
N 3.619 -2.949 1.944
O 1.575 -2.438 1.219
H 4.667 0.563 0.676
H 5.265 -1.079 0.899
H 4.781 -0.097 2.312
H 2.461 -0.193 0.795
H 4.531 -2.706 2.294
H 3.263 -3.873 2.129
*
```

---

Computed, not measured: a structure of composition C24H26CuN4Si, with wB97M-V/def2-TZVPD.

Computed properties:
<S²> = 0.76
Relative energy (zero: lowest compared OMol25 entry of this formula, charge and spin) = 0.00 kcal per mole
Max |F| = 3.25 eV/Å
E_tot = -3079.04566 a.u.
LUMO level (spin up / spin down) = -0.003 / -0.009 hartree
Kohn-Sham gap (spin up / spin down) = 6.089 / 6.759 eV
HOMO level (spin up / spin down) = -6.2 / -7.0 eV

ORCA input file:
```
! wB97M-V def2-TZVPD RIJCOSX def2/J DEFGRID3
* xyz 0 2
C 0.303 2.350 2.748
C 0.831 2.316 1.421
C -0.265 2.654 0.514
H 1.879 2.245 1.127
C -1.443 2.825 1.322
C -1.078 2.664 2.682
H -1.717 2.848 3.545
H 0.889 2.228 3.654
H -0.162 2.861 -0.553
H -2.423 3.103 0.934
Cu -0.281 0.658 0.818
C 0.647 -3.871 -1.245
H 1.378 -3.261 -1.784
H 0.665 -3.669 -0.169
H 0.972 -4.916 -1.366
Si 0.026 -0.290 -1.053
C 1.640 0.003 -1.968
C 2.451 1.119 -1.693
H 2.181 1.801 -0.883
C 3.584 1.380 -2.478
H 4.179 2.275 -2.291
C 3.944 0.509 -3.513
H 4.818 0.715 -4.130
C 3.175 -0.633 -3.757
H 3.436 -1.321 -4.564
C 2.038 -0.893 -2.983
H 1.438 -1.787 -3.172
C -1.346 0.453 -2.120
C -1.152 0.635 -3.503
H -0.231 0.273 -3.965
C -2.119 1.282 -4.283
H -1.984 1.340 -5.366
C -3.235 1.874 -3.679
H -3.954 2.432 -4.282
C -3.427 1.727 -2.301
H -4.272 2.211 -1.806
C -2.531 0.960 -1.546
H -2.744 0.789 -0.488
H -0.368 -3.803 -1.658
H 0.010 -1.983 -1.013
N 0.733 -1.655 4.704
C 2.021 -1.248 4.998
C 2.396 -0.420 3.960
N 1.371 -0.310 3.052
C 0.360 -1.048 3.525
C -0.945 -1.239 2.919
N -1.378 -0.715 1.762
C -2.633 -1.240 1.512
C -2.969 -2.090 2.522
N -1.898 -2.085 3.399
H 0.165 -2.299 5.249
H 2.546 -1.552 5.884
H 3.334 0.091 3.814
H -3.172 -0.993 0.610
H -3.850 -2.677 2.677
H -1.833 -2.621 4.258
*
```

---

Computed, not measured: a structure of composition C29H23AsN3O8S6Ti, with wB97M-V/def2-TZVPD.

Computed properties:
<S²> = 0.76
Relative energy (zero: lowest compared OMol25 entry of this formula, charge and spin) = 0.00 kcal per mole
Max |F| = 1.74 eV/Å
E_tot = -7359.77451 a.u.
LUMO level (spin up / spin down) = 0.151 / 0.151 hartree
Kohn-Sham gap (spin up / spin down) = 5.491 / 5.537 eV
HOMO level (spin up / spin down) = -1.4 / -1.4 eV

ORCA input file:
```
! wB97M-V def2-TZVPD RIJCOSX def2/J DEFGRID3
* xyz -2 2
Ti 0.182 0.750 -0.376
C -2.562 -3.774 -0.378
O -1.125 -3.890 -0.555
C -0.676 -2.599 -0.519
N -1.499 -1.663 -0.417
C -2.837 -2.248 -0.337
C -3.564 -1.805 0.908
C -4.838 -1.268 0.829
C -5.519 -0.896 1.984
C -4.920 -1.057 3.224
C -3.632 -1.579 3.307
C -2.958 -1.947 2.154
C 0.802 -2.429 -0.600
C 1.604 -3.506 -0.895
C 2.985 -3.317 -0.981
C 3.490 -2.071 -0.716
C 2.594 -1.053 -0.397
N 1.279 -1.193 -0.372
C 3.031 0.291 0.029
N 2.147 1.138 0.364
C 2.847 2.252 1.014
C 4.296 1.977 0.567
O 4.308 0.532 0.345
C 2.738 2.250 2.521
C 2.866 1.078 3.259
C 2.880 1.115 4.645
C 2.756 2.327 5.313
C 2.610 3.499 4.583
C 2.603 3.456 3.195
H -2.826 -4.263 0.559
H -3.057 -4.280 -1.205
H -3.391 -1.914 -1.214
H -5.277 -1.096 -0.147
H -6.505 -0.453 1.908
H -5.437 -0.743 4.123
H -3.140 -1.668 4.267
H -1.937 -2.306 2.213
H 1.144 -4.468 -1.062
H 3.639 -4.133 -1.259
H 4.542 -1.832 -0.770
H 2.461 3.180 0.594
H 5.038 2.202 1.329
H 4.528 2.450 -0.387
H 2.927 0.127 2.743
H 2.963 0.191 5.205
H 2.750 2.355 6.396
H 2.485 4.446 5.094
H 2.465 4.365 2.621
S 3.399 0.826 -2.663
As 1.383 1.528 -3.101
S 0.651 2.866 -1.523
S -0.046 -0.095 -2.736
S 1.239 2.340 -5.055
O -4.058 1.088 -1.085
S -2.988 1.890 -0.530
O -2.895 3.249 -0.977
O -1.722 1.140 -0.540
C -3.385 2.006 1.220
C -4.687 2.457 1.449
C -5.166 2.647 2.729
C -4.348 2.378 3.817
C -3.054 1.937 3.611
C -2.550 1.746 2.321
S -0.779 1.391 2.264
O -0.224 2.397 1.345
O -0.358 1.467 3.639
O -0.528 0.069 1.636
H -5.315 2.656 0.590
H -6.176 3.011 2.879
H -4.712 2.521 4.828
H -2.395 1.748 4.445
*
```

---

Computed, not measured: a structure of composition C52H56ILuN5OP2Se, with wB97M-V/def2-TZVPD.

Computed properties:
Relative energy (zero: lowest compared OMol25 entry of this formula, charge and spin) = 2.98 kcal per mole
Max |F| = 0.92 eV/Å
E_tot = -6981.46114 a.u.
LUMO level = -0.085 hartree
Kohn-Sham gap = 7.588 eV
HOMO level = -9.9 eV

ORCA input file:
```
! wB97M-V def2-TZVPD RIJCOSX def2/J DEFGRID3
* xyz 1 1
Lu 0.660 0.466 -0.064
N 2.690 -1.261 -0.081
C 3.414 -1.771 1.072
C 4.294 -2.822 0.830
C 5.016 -3.420 1.844
C 4.813 -2.983 3.144
C 3.956 -1.923 3.379
C 3.271 -1.244 2.355
C 2.457 -0.048 2.765
C 2.970 0.683 3.846
C 2.208 1.625 4.519
C 0.920 1.871 4.086
C 0.477 1.263 2.918
C 1.207 0.292 2.200
H 2.525 -2.058 -0.685
H 3.340 -0.671 -0.599
H 4.411 -3.178 -0.190
H 5.717 -4.216 1.624
H 5.334 -3.452 3.969
H 3.798 -1.605 4.400
H 3.992 0.513 4.161
H 2.618 2.153 5.373
H 0.285 2.574 4.613
H -0.513 1.550 2.576
C 1.537 0.358 -5.588
C 0.632 0.204 -4.358
C 0.506 1.581 -3.710
C 1.207 -0.865 -3.412
C 1.442 -2.188 -4.156
O 0.634 -3.139 -3.437
C -0.005 -2.482 -2.444
N 0.283 -1.243 -2.299
C -0.932 -3.412 -1.737
C -1.453 -4.448 -2.529
C -2.167 -5.486 -1.970
C -2.352 -5.530 -0.592
C -1.879 -4.495 0.189
C -1.194 -3.409 -0.365
P -0.639 -2.055 0.760
C 0.229 -3.170 1.954
C 1.276 -3.921 1.420
C 1.975 -4.830 2.197
C 1.620 -5.021 3.525
C 0.564 -4.304 4.060
C -0.125 -3.376 3.285
C -2.234 -1.756 1.649
C -2.187 -1.074 2.868
C -3.333 -0.903 3.633
C -4.555 -1.378 3.180
C -4.629 -1.991 1.940
C -3.478 -2.174 1.176
H 1.171 1.181 -6.204
H 1.576 -0.531 -6.220
H 2.557 0.603 -5.274
H -0.359 -0.141 -4.681
H 1.483 2.060 -3.656
H 0.089 1.535 -2.707
H -0.144 2.224 -4.309
H 2.133 -0.477 -2.976
H 2.479 -2.519 -4.149
H 1.079 -2.172 -5.179
H -1.279 -4.438 -3.596
H -2.550 -6.279 -2.601
H -2.864 -6.367 -0.133
H -2.030 -4.525 1.262
H 1.527 -3.821 0.367
H 2.796 -5.388 1.766
H 2.160 -5.734 4.138
H 0.258 -4.472 5.086
H -0.943 -2.837 3.733
H -1.241 -0.685 3.223
H -3.266 -0.413 4.597
H -5.446 -1.260 3.786
H -5.583 -2.363 1.579
H -3.552 -2.699 0.230
I 3.015 1.866 -1.094
Se -4.314 1.800 1.115
C -2.661 1.297 0.680
N -1.591 0.986 0.353
N -5.426 -0.476 -0.791
C -4.955 -0.553 -2.209
C -3.424 -0.633 -2.325
N -2.771 0.580 -2.798
H -6.439 -0.390 -0.764
H -5.033 0.365 -0.238
H -5.151 -1.291 -0.249
H -5.308 0.346 -2.709
H -5.435 -1.412 -2.674
H -3.161 -1.438 -3.008
H -2.999 -0.890 -1.347
H -3.091 1.402 -2.301
H -2.945 0.730 -3.785
C -1.428 4.261 0.890
P 0.117 3.542 0.197
C 1.351 4.563 1.092
C 2.321 3.940 1.870
C 3.242 4.695 2.588
C 3.194 6.079 2.539
C 2.220 6.711 1.772
C 1.311 5.959 1.047
C 0.111 4.340 -1.461
C -1.042 4.261 -2.243
C -1.073 4.785 -3.528
C 0.058 5.395 -4.054
C 1.216 5.468 -3.291
C 1.248 4.937 -2.007
H -1.405 5.346 0.816
H -1.500 3.973 1.940
H -2.309 3.889 0.368
H 2.367 2.860 1.919
H 3.996 4.197 3.187
H 3.917 6.667 3.092
H 2.164 7.793 1.746
H 0.577 6.467 0.430
H -1.937 3.800 -1.834
H -1.980 4.723 -4.120
H 0.034 5.811 -5.054
H 2.102 5.945 -3.696
H 2.163 4.986 -1.433
*
```

---

Computed, not measured: a structure of composition C36H26BrCaCl5F5N5SSe, with wB97M-V/def2-TZVPD.

Computed properties:
Relative energy (zero: lowest compared OMol25 entry of this formula, charge and spin) = 33.88 kcal per mole
Max |F| = 1.70 eV/Å
E_tot = -10512.86546 a.u.
LUMO level = 0.140 hartree
Kohn-Sham gap = 5.436 eV
HOMO level = -1.6 eV

ORCA input file:
```
! wB97M-V def2-TZVPD RIJCOSX def2/J DEFGRID3
* xyz -2 1
Ca -1.118 -1.220 0.111
Cl -3.593 0.158 -1.921
C -3.358 -1.534 -2.343
C -2.696 -2.342 -1.426
C -2.632 -3.686 -1.835
Cl -1.851 -4.894 -0.821
C -3.152 -4.168 -3.042
Cl -3.057 -5.854 -3.463
C -3.761 -3.283 -3.930
Cl -4.385 -3.842 -5.449
C -3.876 -1.946 -3.571
Cl -4.657 -0.831 -4.644
Br 1.678 -4.443 4.314
C 0.042 -4.010 3.462
C -1.113 -4.666 3.849
C -2.289 -4.393 3.171
C -2.261 -3.460 2.153
N -1.150 -2.806 1.806
C 0.005 -3.079 2.440
H -1.088 -5.374 4.666
H -3.213 -4.891 3.432
H -3.156 -3.216 1.591
H 0.890 -2.529 2.111
N -0.216 0.471 -1.171
S -0.533 1.683 -2.127
C 0.998 2.582 -2.403
C 1.135 3.806 -1.756
C 2.324 4.513 -1.876
C 3.365 3.990 -2.633
C 3.224 2.756 -3.261
C 2.038 2.045 -3.151
C -0.767 1.107 -3.825
C -0.599 -0.230 -4.118
C -0.824 -0.673 -5.417
C -1.237 0.221 -6.395
C -1.432 1.565 -6.081
C -1.202 2.012 -4.787
H 0.748 0.147 -1.309
H 0.318 4.191 -1.153
H 2.443 5.460 -1.360
H 4.293 4.543 -2.728
H 4.040 2.326 -3.832
H 1.956 1.079 -3.638
H -0.306 -0.920 -3.332
H -0.687 -1.722 -5.657
H -1.422 -0.131 -7.405
H -1.778 2.258 -6.840
H -1.354 3.056 -4.522
F -1.798 -0.133 3.235
C -2.755 0.580 2.532
F -2.545 0.009 1.125
C -4.076 -0.073 2.933
F -4.012 -1.350 3.426
F -4.649 0.650 3.928
F -4.956 -0.108 1.902
N 3.118 -1.157 -4.385
C 2.759 -1.748 -3.442
N 2.417 -2.493 -2.413
C 1.399 -2.424 -1.613
N 0.496 -2.512 -0.864
C 2.880 3.736 6.282
C 2.621 2.817 5.110
C 2.656 1.436 5.247
C 2.444 0.570 4.166
C 2.437 -0.915 4.410
C 2.205 1.094 2.875
Se 2.059 -0.023 1.326
C 2.120 2.503 2.745
C 1.785 3.122 1.417
C 2.334 3.328 3.850
H 2.982 3.166 7.209
H 2.063 4.453 6.418
H 3.800 4.316 6.144
H 2.851 1.006 6.229
H 2.621 -1.139 5.466
H 3.181 -1.422 3.792
H 1.466 -1.324 4.127
H 0.851 2.701 1.034
H 2.553 2.887 0.674
H 1.688 4.212 1.509
H 2.273 4.410 3.719
*
```